(1)
The following is a DFT calculation (the ωB97M-V functional and the def2-TZVPD basis) of 2 unconnected molecules or ions with the total composition C5H10Br2.

Geometry (Å):
C1 2.8320 -1.9638 -0.8167
C2 -2.5914 0.5422 0.7624
C3 -0.9215 2.2981 0.9416
C4 1.5006 -1.5997 -1.2635
C5 -1.1543 0.8240 1.0210
Br1 1.4430 -0.8815 -3.0584
Br2 0.1231 -0.4531 0.7117
H1 3.2401 -2.8886 -1.1346
H2 2.7486 -2.0077 0.2068
H3 3.6402 -1.0868 -0.8399
H4 -3.0602 -0.5029 0.5542
H5 -3.0970 0.8787 1.6411
H6 -2.7965 1.2629 -0.1378
H7 -1.2164 2.6158 -0.0449
H8 -1.6167 2.8626 1.6176
H9 0.1491 2.5737 1.1686
H10 0.7773 -2.4740 -1.3292

Properties
spin multiplicity: 1
LUMO level (alpha / beta): 0.3703 / -0.1716 eV
HOMO-LUMO gap (alpha / beta): 8.5 / 7.3 eV
E_HOMO (alpha / beta): -8.11 / -7.45 eV

***

(2)
The following is a DFT calculation (the ωB97M-V functional and the def2-TZVPD basis) of a molecular structure, C20H50Ba2NO9.

Geometry (Å):
Ba1 -0.2316 -3.4652 5.2164
Ba2 3.6845 -1.2094 4.3754
O1 0.5457 -1.5544 0.9014
C1 1.2815 -1.7792 1.9977
O2 2.5390 -1.7544 1.9378
O3 0.6608 -1.9564 3.0795
H1 1.3190 -1.4413 0.3438
C2 -3.1867 0.0024 4.1668
C3 -2.9633 -1.2971 3.5074
O4 -2.8422 -2.2665 4.5354
H2 -3.7811 0.0081 5.0805
H3 -3.5557 0.7501 3.4648
H4 -2.2440 0.4106 4.5313
H5 -2.0148 -1.2656 2.9713
H6 -3.6754 -1.6639 2.7682
H7 -3.6687 -2.3964 5.0061
C4 1.0358 -1.7035 -3.0352
C5 2.1651 -2.0229 -2.0862
O5 2.5515 -0.8484 -1.3372
H8 1.3229 -0.8088 -3.5876
H9 0.1371 -1.5579 -2.4357
H10 0.9280 -2.5053 -3.7656
H11 3.0043 -2.3688 -2.6896
H12 1.9214 -2.8616 -1.4342
H13 3.2954 -1.2343 -0.8689
C6 -0.2967 2.1338 4.3650
C7 0.8337 1.6277 3.4696
O6 1.9178 1.3390 4.3260
H14 -0.0884 3.0863 4.8523
H15 -0.6226 1.4303 5.1311
H16 -1.1383 2.3970 3.7242
H17 1.1775 2.3673 2.7465
H18 0.5382 0.7032 2.9735
H19 2.0852 2.1762 4.7651
C8 -3.2441 -3.8006 -0.8013
C9 -2.0940 -2.8028 -0.4597
O7 -1.6350 -3.0102 0.8294
H20 -4.0948 -3.7436 -0.1223
H21 -2.9117 -4.8382 -0.7700
H22 -3.6494 -3.5230 -1.7744
H23 -2.4681 -1.7793 -0.4319
H24 -1.2097 -3.0060 -1.0637
H25 -0.8752 -2.4348 0.9441
C10 5.1701 -4.6455 -1.0030
C11 4.4947 -3.9765 0.1857
O8 4.3404 -2.5890 0.0376
H26 6.2037 -4.3585 -1.1965
H27 4.6553 -4.4547 -1.9447
H28 5.1665 -5.7285 -0.8803
H29 4.9937 -4.1945 1.1299
H30 3.5053 -4.4335 0.2048
H31 3.7999 -2.2902 0.7726
C12 -1.5026 4.9654 -3.4964
C13 -0.9967 3.5438 -3.0863
C14 0.5279 3.7137 -2.9528
C15 1.2165 2.4668 -2.2661
C16 0.6344 2.4024 -0.9333
C17 -0.8685 2.2450 -0.9167
N1 -1.5361 3.2540 -1.7624
O9 -2.8743 3.1153 -1.8280
C18 -1.2393 0.7568 -1.3850
C19 -1.3453 2.5535 0.5332
C20 -1.3055 2.5797 -4.2159
H32 -2.5597 4.9615 -3.7623
H33 -0.9797 5.2629 -4.4053
H34 -1.2706 5.7081 -2.7331
H35 0.8746 3.8099 -3.9817
H36 0.8244 4.6292 -2.4408
H37 2.2686 2.7502 -2.2393
H38 1.0864 1.5580 -2.8536
H39 0.9262 3.3064 -0.3988
H40 1.0897 1.5660 -0.4030
H41 -0.8538 0.4460 -2.3560
H42 -0.8075 0.0206 -0.7070
H43 -2.3116 0.5757 -1.4591
H44 -1.2738 3.6202 0.7459
H45 -2.4087 2.3169 0.4980
H46 -0.8256 1.9537 1.2803
H47 -0.7922 1.6212 -4.1389
H48 -0.9085 3.0043 -5.1379
H49 -2.3847 2.4521 -4.3011
H50 -3.1865 3.9796 -1.5503

Properties
charge: +4
spin multiplicity: 2
LUMO level (alpha / beta): -13.3151 / -13.3151 eV
⟨S²⟩: 0.7538
HOMO-LUMO gap (alpha / beta): 5.1 / 5.1 eV
E_HOMO (alpha / beta): -18.38 / -18.38 eV

***

(3)
The following is a DFT calculation (the ωB97M-V functional and the def2-TZVPD basis) of 2 unconnected molecules or ions with the total composition C6H16NO.

Geometry (Å):
C1 -1.8702 2.6152 0.3874
C2 2.8369 -0.3299 -0.8404
C3 0.5806 -1.3238 1.0398
C4 -0.6249 1.8621 0.2618
C5 1.7971 0.4695 -0.0932
C6 -0.6762 0.5436 0.1293
N1 -2.2037 -2.4568 -0.6926
O1 0.5337 -0.3001 -0.0646
H1 -2.7241 2.1041 0.2766
H2 -2.0540 3.3900 -0.3983
H3 -1.8767 3.2283 1.2778
H4 3.4027 -1.0129 -0.1317
H5 3.5554 0.2959 -1.2492
H6 2.3336 -0.9031 -1.5245
H7 0.9733 -0.9071 1.8948
H8 -0.4291 -1.6949 1.0322
H9 1.4709 -2.0573 0.7839
H10 0.3793 2.4687 0.3890
H11 -2.6536 -3.2506 -0.2726
H12 2.0692 0.7846 0.8874
H13 1.6648 1.4282 -0.6650
H14 -1.4707 -0.1651 0.0182
H15 -2.0296 -2.9267 -1.5596
H16 -2.9847 -1.8621 -0.8868

Properties
charge: +1
spin multiplicity: 1
LUMO level: -2.4555 eV
HOMO-LUMO gap: 11.7 eV
E_HOMO: -14.13 eV

***

(4)
The following is a DFT calculation (the ωB97M-V functional and the def2-TZVPD basis) of a molecular structure, C2H8O2.

Geometry (Å):
O1 0.3537 1.4888 1.6030
H1 -0.5553 1.7040 1.8761
H2 0.0760 0.9194 0.7731
H3 4.6021 5.2288 0.7363
C1 -0.3938 -1.1942 -0.2977
O2 -0.4666 0.1921 -0.3951
C2 -0.5084 -1.9749 -1.5668
H4 -1.2663 -1.6042 0.2509
H5 0.6426 -1.3181 0.2095
H6 -0.6079 -3.0123 -1.3020
H7 -0.9878 -1.7597 -2.5447
H8 4.4126 5.4096 1.5249

Properties
spin multiplicity: 1
LUMO level: -2.9663 eV
HOMO-LUMO gap: 6.4 eV
E_HOMO: -9.40 eV

***

(5)
The following is a DFT calculation (the ωB97M-V functional and the def2-TZVPD basis) of C6H18NPSi in the gas phase.

Geometry (Å):
C1 2.0859 -0.8133 1.4205
Si1 0.3613 -1.2660 0.8265
C2 -0.2856 -2.2029 2.3043
C3 0.5108 -2.2596 -0.7486
N1 -0.4747 0.2611 0.7519
P1 -0.6283 1.3439 -0.5513
C4 -2.0444 0.6645 -1.4765
C5 -0.9984 3.0056 0.1067
C6 0.8199 1.5262 -1.7070
H1 2.3803 0.1040 0.8773
H2 2.1141 -0.5690 2.4894
H3 2.7508 -1.6619 1.2400
H4 -1.2082 -1.7251 2.6254
H5 -0.5364 -3.2053 1.9437
H6 0.4250 -2.2401 3.1209
H7 1.3492 -2.9347 -0.6336
H8 0.6611 -1.5451 -1.5426
H9 -0.3895 -2.8172 -1.0086
H10 -2.7563 0.2876 -0.7560
H11 -1.7402 -0.1850 -2.1193
H12 -2.4197 1.4594 -2.1055
H13 -1.1331 3.6756 -0.7533
H14 -1.9418 2.9552 0.6530
H15 -0.2316 3.3873 0.7787
H16 1.5160 2.1947 -1.2019
H17 0.5338 1.9992 -2.6485
H18 1.2799 0.5607 -1.8855

Properties
spin multiplicity: 1
LUMO level: 0.6157 eV
HOMO-LUMO gap: 8.3 eV
E_HOMO: -7.71 eV

***

What did we get for ΔE to the lowest compared entry with this formula, charge and spin? Answer: 4.7802 0.0000 3.9674 6.0185 0.4947 eV, in the order shown.